Molecular formula: C22H72N4O14
Method: DFT, ωB97M-V/def2-TZVPD

```
112
Properties=species:S:1:pos:R:3:forces:R:3:mulliken_charge:R:1
C 0.98106 0.90636 -3.41478 2.5 0.8 -2.2 -0.055
C 0.89194 -0.55042 -3.72634 -0.7 -0.2 1.1 0.071
O -0.27971 -0.90443 -3.03813 -2.4 -1.5 -0.2 -0.505
H 0.96629 1.17713 -2.38232 -0.1 -0.3 0.8 -0.821
H 0.26372 1.51223 -3.94301 -0.5 0.0 -0.2 0.286
H 1.95945 1.21261 -3.80334 0.0 0.5 0.2 0.494
H 1.66823 -1.13748 -3.20403 0.5 0.4 -1.0 -0.197
H 0.78199 -0.81865 -4.81442 0.3 0.3 1.2 0.305
H -0.09492 -0.78238 -2.08367 0.2 -0.1 -0.8 0.020
C 3.61317 2.63460 -2.10671 -0.2 -0.3 1.5 -1.402
C 3.92831 1.35802 -1.24555 -1.3 0.4 -2.3 0.871
O 5.24520 1.00130 -1.54434 1.1 -0.8 1.0 -0.625
H 4.20148 3.44519 -1.68679 -0.1 0.4 0.0 0.359
H 2.54051 2.89401 -2.12885 0.6 -0.1 0.4 0.141
H 3.88925 2.54697 -3.14637 0.4 -0.5 -0.2 0.424
H 3.21395 0.58892 -1.62390 0.4 0.3 0.3 -0.484
H 3.76588 1.47110 -0.17733 -0.1 0.4 0.1 0.364
H 5.48346 0.19958 -1.01688 -0.2 0.9 -1.0 0.369
C -0.38747 0.59213 3.21164 0.0 -0.4 0.2 0.221
C -1.00154 0.43507 4.58171 1.0 0.3 0.0 -0.598
O 0.12162 0.18872 5.45791 -1.3 -0.8 1.0 -0.549
H -1.17742 0.76410 2.54428 -1.4 -0.1 -1.3 -0.155
H 0.13343 -0.32238 2.90655 -0.1 0.2 0.2 -0.265
H 0.25396 1.42276 2.99774 0.7 0.5 0.7 0.307
H -1.71901 -0.40624 4.49520 0.4 0.2 0.6 0.266
H -1.55487 1.33658 4.92642 0.2 -0.4 -0.3 0.307
H -0.21910 -0.21689 6.28896 0.4 0.6 -0.8 0.324
C 1.09500 -6.40277 -1.49112 -2.1 -0.6 0.4 -1.442
C 0.78383 -5.18578 -0.58795 -0.5 -3.0 0.2 -0.439
O 0.40378 -4.06476 -1.30710 0.5 0.6 -0.5 -0.632
H 0.30763 -6.47736 -2.26104 -0.1 0.1 0.5 0.334
H 1.11096 -7.41793 -1.00084 0.2 1.3 -0.1 0.349
H 1.93051 -6.28090 -2.08431 2.3 0.3 -0.9 0.363
H 1.56151 -5.00301 0.13051 0.7 0.4 0.0 0.402
H -0.04441 -5.53572 0.00669 -0.5 0.1 0.5 0.560
H -0.53232 -3.97397 -1.20351 -0.9 0.5 0.0 0.122
C -3.30736 -1.40471 2.42589 -0.2 1.9 0.1 -0.005
C -4.35096 -2.41785 2.67278 1.7 -0.2 1.7 -0.715
O -3.99895 -3.48981 1.83753 -0.9 -1.7 -0.6 -0.459
H -3.31682 -0.55930 3.11078 -1.2 0.6 -0.2 0.644
H -3.36179 -1.07370 1.39115 0.4 0.3 0.1 -0.153
H -2.34404 -1.68119 2.74511 1.5 -1.4 -0.5 -0.203
H -5.31194 -1.96845 2.51076 -0.8 -0.3 -0.1 0.336
H -4.15078 -2.75504 3.70746 -1.0 0.2 -0.1 0.362
H -4.46481 -4.29860 2.14609 0.5 0.8 -0.5 0.285
C 0.01587 -3.19738 2.28115 -0.9 1.8 0.2 -0.153
C 0.54283 -3.12366 3.70542 -0.3 0.3 -0.3 -0.542
O 0.77692 -4.46937 4.08930 -0.2 -0.6 1.7 -0.571
H 0.04279 -2.22820 1.72301 0.0 -0.6 0.8 -0.101
H -1.00162 -3.59791 2.18087 0.3 0.0 0.3 0.242
H 0.67623 -3.83046 1.78807 1.1 -1.3 -1.1 0.255
H -0.14540 -2.54965 4.36269 0.3 -0.5 -0.1 0.275
H 1.51618 -2.64845 3.71845 0.1 0.7 -0.1 0.303
H 0.99495 -4.51828 5.05336 -0.3 0.2 -1.3 0.318
C 0.19827 4.07430 -1.37635 -1.2 -0.5 -0.3 1.067
C -0.13523 5.09496 -2.50189 2.0 -0.4 0.7 -0.913
O 0.69361 4.74091 -3.62412 -0.9 0.1 -0.9 -0.566
H 1.09753 4.25558 -0.79171 -0.2 0.6 0.1 0.373
H 0.42016 3.06802 -1.77267 -0.4 0.5 -0.3 -0.977
H -0.69968 3.92414 -0.75217 0.5 0.2 0.3 0.003
H 0.08486 6.13962 -2.18153 0.2 -0.7 -0.3 0.352
H -1.15850 5.13016 -2.79756 -0.9 -0.4 0.0 0.315
H 0.13344 4.24057 -4.26457 0.8 0.6 0.8 0.335
C -3.32634 -0.98398 -1.57094 -0.8 -1.9 1.8 -0.773
C -2.90830 -2.46439 -1.27238 0.7 -0.5 -3.0 -0.414
O -1.94290 -2.62696 -0.23023 0.2 0.5 -1.5 -0.154
H -2.41364 -0.53378 -1.84451 0.9 0.9 -0.4 -0.080
H -3.80253 -0.48399 -0.67137 0.3 -0.4 -1.3 0.036
H -3.91335 -1.00046 -2.47991 -0.6 0.2 0.1 0.699
H -2.45882 -2.80392 -2.27209 0.1 0.6 1.3 0.318
H -3.63684 -3.27219 -1.17543 -0.8 0.7 0.5 0.549
H -2.50696 -2.87130 0.47882 -0.4 -0.6 1.8 -0.366
C 0.35963 0.17219 -0.04022 3.4 3.0 2.3 -0.432
O 1.34702 1.02700 0.45177 -5.3 -4.1 -3.1 -0.597
N -0.93119 0.41951 -0.09056 -1.6 2.8 1.0 3.216
N 0.59515 -1.01108 -0.54589 2.0 -3.5 -0.4 1.855
H -1.15453 1.33761 0.25714 -0.6 0.2 0.3 -0.614
H -1.71736 -0.20107 -0.31003 1.4 0.2 0.3 -1.493
H 1.63621 -1.25602 -0.62949 -1.9 0.3 0.3 -1.192
H -0.11715 -1.79615 -0.52131 1.0 1.6 0.2 -0.267
C 3.50321 -2.07572 -1.56461 6.2 1.4 -7.2 0.024
O 4.44269 -1.60005 -2.40145 -4.0 -1.7 4.1 -0.688
N 2.87069 -3.17653 -1.89132 0.0 -2.1 -1.6 -0.055
N 3.10427 -1.53586 -0.44837 0.7 0.5 5.1 -0.251
H 3.16985 -3.56904 -2.79766 -0.5 0.4 1.0 0.282
H 1.96208 -3.41835 -1.52557 -0.1 0.1 -0.2 0.262
H 3.57474 -0.71450 -0.04679 -0.3 -0.6 -0.6 0.233
H 2.94927 -2.28398 0.26479 0.1 1.2 -0.5 0.399
C -3.59621 2.74384 0.48702 -0.2 0.0 -0.4 -0.832
O -2.32867 2.70246 1.06788 0.9 -0.1 0.9 -0.302
H -3.70770 1.97318 -0.27448 0.1 -0.5 0.3 0.163
H -3.71808 3.64662 -0.07866 -0.3 0.9 -0.1 0.275
H -4.33753 2.65497 1.26114 -0.7 -0.1 0.0 0.394
H -2.37825 3.05552 1.97608 0.2 -0.1 -0.8 0.236
C 0.46672 4.37415 2.21183 1.1 -1.5 -0.8 -0.316
O -0.46069 5.35406 1.99131 -1.9 2.4 -1.0 -0.643
H 0.21320 3.43278 1.69236 0.2 0.2 -0.1 -0.098
H 0.60204 4.08006 3.24573 0.0 0.5 0.4 0.434
H 1.35057 4.81559 1.79039 1.2 -0.8 0.2 0.291
H -0.15564 5.87685 1.20411 -0.7 -0.8 1.3 0.356
C 3.70392 3.23290 2.02652 -0.3 -0.1 -0.4 -0.643
O 2.79729 2.16329 2.19627 0.8 0.2 1.5 -0.446
H 4.66484 2.91357 1.60285 0.1 -0.1 0.2 0.254
H 3.88887 3.72764 3.01004 -0.3 -0.3 -0.8 0.252
H 3.26221 3.89640 1.27231 0.3 0.5 0.4 0.198
H 2.40186 1.87795 1.37332 -0.3 -0.1 -0.4 0.608
C -2.30143 2.44905 -2.95847 -0.2 1.4 -2.4 0.640
O -3.34851 1.88614 -3.71853 -0.5 -0.8 -1.0 -0.646
H -1.46440 2.87968 -3.56223 -0.6 -0.4 0.0 0.007
H -1.90691 1.66028 -2.43410 1.3 -1.2 2.3 -0.419
H -2.72389 3.30872 -2.46720 -0.1 -0.1 0.9 0.192
H -3.13964 0.95475 -3.95022 0.0 1.1 0.2 0.355
```
Positions in Å, forces in eV/Å.

## Properties
Calculated total energy   -2153.53559 a.u.
HOMO   -9.03 eV
Frontier orbital gap   9.0 eV